1.
Entry from the Open Molecules 2025 dataset: a structure of composition C41H49FN7O5ReSi2 at a distorted geometry (ωB97M-V/def2-TZVPD).

Output
expectation value of S²	0.764
gap between HOMO and LUMO (spin up / spin down)	3.08 / 3.03	eV
spin multiplicity	2
total charge	+1

Each line ends with the Mulliken spin population.
Cartesian coordinates (Å):
Re1 -1.950 0.987 2.271  0.89
O1 -0.474 -2.932 2.891  0.00
C1 -0.716 -1.732 2.907  -0.02
N1 -1.922 -1.127 2.759  -0.02
C2 -3.112 -1.814 2.915  -0.03
C3 -3.325 -3.101 3.392  -0.01
C4 -4.624 -3.554 3.580  0.01
C5 -5.713 -2.730 3.333  0.00
C6 -5.528 -1.451 2.829  0.01
C7 -4.223 -1.002 2.590  0.03
N2 -3.867 0.208 2.029  0.06
C8 -4.720 0.748 1.115  0.04
O2 -5.521 -0.164 0.321  0.00
C9 -4.434 2.030 0.645  0.03
C10 -5.247 2.783 -0.224  0.01
C11 -4.931 4.093 -0.459  0.00
C12 -3.842 4.657 0.214  0.00
C13 -3.075 3.857 1.035  -0.01
N3 -3.312 2.559 1.217  0.01
C14 0.321 -0.706 3.190  0.03
C15 1.661 -1.022 3.356  0.00
C16 2.543 -0.023 3.724  0.00
C17 2.022 1.231 4.023  0.00
C18 0.670 1.462 3.855  0.00
N4 -0.165 0.541 3.360  -0.02
H1 -2.485 -3.732 3.621  0.00
H2 -4.792 -4.552 3.953  0.00
H3 -6.715 -3.071 3.544  0.00
H4 -6.369 -0.766 2.778  0.00
H5 -6.107 2.310 -0.670  0.00
H6 -5.524 4.690 -1.134  0.00
H7 -3.590 5.698 0.083  0.00
H8 -2.218 4.267 1.553  -0.01
H9 1.971 -2.040 3.178  0.00
H10 3.602 -0.215 3.811  0.00
H11 2.662 2.026 4.369  0.00
H12 0.249 2.428 4.099  0.00
C19 4.789 2.607 -1.700  0.00
C20 4.710 2.325 -0.202  0.00
N5 3.445 1.711 0.140  0.00
C21 2.444 2.515 0.585  0.00
C22 1.167 2.110 0.792  0.01
C23 0.227 3.127 1.414  0.01
O3 0.540 4.307 1.384  0.00
O4 -0.811 2.693 2.012  -0.04
C24 0.774 0.759 0.487  0.01
O5 -0.401 0.326 0.519  -0.06
C25 1.883 -0.122 0.146  -0.01
C26 1.636 -1.492 -0.007  0.00
C27 2.662 -2.355 -0.302  0.00
F1 2.382 -3.681 -0.408  0.00
C28 3.966 -1.906 -0.492  0.00
C29 4.206 -0.534 -0.381  0.00
C30 3.196 0.368 -0.046  0.00
N6 5.075 -2.750 -0.782  0.00
C31 4.814 -4.029 -1.405  0.00
C32 6.105 -4.529 -2.045  0.00
N7 7.130 -4.678 -0.977  0.00
C33 7.370 -3.372 -0.310  0.00
C34 6.049 -2.882 0.281  0.00
H13 5.735 3.085 -1.941  0.00
H14 3.979 3.271 -1.995  0.00
H15 4.701 1.685 -2.272  0.00
H16 4.788 3.263 0.350  0.00
H17 5.535 1.684 0.118  0.00
H18 2.704 3.542 0.800  0.00
H19 0.638 -1.869 0.151  0.00
H20 5.210 -0.196 -0.567  0.00
H21 4.059 -3.899 -2.180  0.00
H22 4.448 -4.788 -0.695  0.00
H23 6.470 -3.803 -2.773  0.00
H24 5.946 -5.491 -2.535  0.00
H25 8.002 -5.057 -1.359  0.00
H26 6.769 -5.339 -0.274  0.00
H27 7.726 -2.667 -1.062  0.00
H28 8.126 -3.490 0.468  0.00
H29 6.202 -1.911 0.750  0.00
H30 5.716 -3.588 1.064  0.00
C35 -5.108 0.222 -3.366  0.00
Si1 -3.780 -0.252 -2.084  0.00
C36 -4.732 -1.057 -0.564  0.00
C37 -2.887 -1.820 -2.735  0.00
C38 -2.637 1.094 -1.564  0.00
Si2 -1.664 2.259 -2.660  0.00
C39 -0.841 3.710 -1.739  0.00
C40 -0.243 1.252 -3.475  0.00
C41 -2.770 2.948 -4.054  0.00
H31 -5.864 -0.549 -3.485  0.00
H32 -4.635 0.355 -4.334  0.00
H33 -5.609 1.152 -3.126  0.00
H34 -5.457 -1.785 -0.928  0.00
H35 -5.900 -0.771 1.015  0.00
H36 -4.003 -1.587 0.049  0.00
H37 -3.573 -2.616 -3.010  0.00
H38 -2.204 -2.209 -1.987  0.00
H39 -2.298 -1.580 -3.613  0.00
H40 -2.246 1.010 -0.559  0.03
H41 0.074 3.393 -1.248  0.00
H42 -1.492 4.123 -0.978  0.00
H43 -0.580 4.519 -2.417  0.00
H44 0.340 0.744 -2.714  0.00
H45 0.427 1.890 -4.044  0.00
H46 -0.637 0.497 -4.149  0.00
H47 -3.685 3.380 -3.662  0.00
H48 -3.046 2.166 -4.752  0.00
H49 -2.258 3.721 -4.618  0.00

2.
Entry from the Open Molecules 2025 dataset: a structure of composition C28H35F3N4O3P2PtS at a distorted geometry (ωB97M-V/def2-TZVPD).

Output
expectation value of S²	6.044
gap between HOMO and LUMO (spin up / spin down)	7.45 / 3.64	eV
spin multiplicity	5
total charge	+2

Each line ends with the Mulliken spin population.
Cartesian coordinates (Å):
Pt1 3.285 -0.914 1.318  0.86
C1 1.297 -3.228 -2.656  -0.02
C2 1.368 -1.917 -2.561  0.05
C3 0.263 -0.988 -2.149  -0.02
C4 -0.102 -0.899 -0.651  -0.05
C5 0.052 -2.110 0.241  0.00
C6 -0.286 -3.369 -0.051  0.04
C7 -0.861 -3.765 -1.364  0.00
C8 0.203 -4.219 -2.367  0.00
C9 2.961 -2.855 1.768  0.13
H1 2.033 -3.659 -3.327  0.00
H2 2.330 -1.402 -2.741  -0.01
H3 -0.670 -1.150 -2.703  0.00
H4 0.640 0.010 -2.448  -0.01
H5 0.599 -0.165 -0.208  0.06
H6 -1.137 -0.482 -0.560  0.00
H7 0.579 -1.877 1.196  0.00
H8 -0.002 -4.176 0.644  0.00
H9 -1.440 -2.914 -1.738  0.00
H10 -1.489 -4.655 -1.173  0.00
H11 0.694 -5.134 -2.013  0.00
H12 -0.301 -4.529 -3.292  0.00
H13 2.414 -3.280 0.910  -0.07
H14 2.328 -2.811 2.671  0.03
H15 3.908 -3.406 1.975  0.00
P1 -0.686 0.723 2.098  0.01
P2 0.267 2.276 -1.226  0.00
N1 -2.312 -0.021 2.470  -0.03
N2 -0.699 1.603 3.594  -0.01
N3 -1.265 2.547 -2.145  0.00
N4 0.975 3.799 -1.759  -0.04
C10 -1.455 2.069 1.083  0.01
C11 -0.368 2.953 0.388  0.00
C12 -2.401 -1.305 3.020  0.31
C13 -3.732 -1.548 3.386  0.17
C14 -4.481 -0.374 3.070  0.08
C15 -3.586 0.546 2.517  0.36
C16 0.378 1.536 4.484  0.01
C17 0.078 2.325 5.591  0.00
C18 -1.221 2.891 5.377  0.02
C19 -1.676 2.433 4.150  0.01
C20 -1.696 1.725 -3.195  0.01
C21 -2.980 2.090 -3.578  0.00
C22 -3.351 3.215 -2.765  0.01
C23 -2.293 3.461 -1.891  0.01
C24 0.494 4.894 -2.495  0.35
C25 1.381 5.970 -2.341  0.17
C26 2.428 5.528 -1.477  0.10
C27 2.167 4.212 -1.129  0.36
H16 -2.056 2.740 1.707  0.00
H17 -2.134 1.585 0.366  -0.01
H18 -0.809 3.957 0.238  0.00
H19 0.541 3.053 1.016  0.00
H20 -1.532 -1.939 3.078  0.04
H21 -4.127 -2.452 3.826  0.00
H22 -5.538 -0.184 3.227  0.00
H23 -3.755 1.535 2.119  0.03
H24 1.245 0.950 4.224  0.01
H25 0.704 2.482 6.457  0.00
H26 -1.772 3.549 6.033  0.00
H27 -2.601 2.643 3.619  -0.01
H28 -1.056 0.938 -3.575  0.00
H29 -3.603 1.620 -4.333  0.00
H30 -4.270 3.796 -2.818  0.00
H31 -2.213 4.191 -1.106  -0.01
H32 -0.422 4.834 -3.065  0.02
H33 1.267 6.947 -2.784  0.00
H34 3.283 6.105 -1.147  0.00
H35 2.700 3.520 -0.492  0.02
F1 4.811 -6.586 -2.060  0.00
C28 3.923 -5.568 -2.091  -0.01
F2 3.782 -5.140 -3.383  0.00
F3 2.698 -6.061 -1.690  0.00
S1 4.504 -4.197 -0.955  -0.11
O1 4.597 -4.925 0.298  0.36
O2 5.777 -3.838 -1.573  0.41
O3 3.424 -3.208 -1.083  0.36

| no. | total energy (Eh) |
| --- | --- |
| 1 | -3108.0559 |
| 2 | -3031.5309 |